Entry 1:
{"formula": "C23H49N3O16", "method": "ωB97M-V with the def2-TZVPD basis set", "smiles": "C[N+](=O)[O-].C[N+](=O)[O-].C[N+](=O)[O-].CCOC(C)=O.CCOC(C)=O.CCOC(C)=O.CCOC(C)=O.CCOC(C)=O", "relative_energy_ev": 2.133, "orbital_gap_ev": 9.634, "molar_mass_g_mol": 623.65, "elements": ["C", "N", "O", "O", "H", "H", "H", "C", "N", "O", "O", "H", "H", "H", "C", "N", "O", "O", "H", "H", "H", "O", "C", "O", "C", "C", "C", "H", "H", "H", "H", "H", "H", "H", "H", "O", "C", "O", "C", "C", "C", "H", "H", "H", "H", "H", "H", "H", "H", "O", "C", "O", "C", "C", "C", "H", "H", "H", "H", "H", "H", "H", "H", "O", "C", "O", "C", "C", "C", "H", "H", "H", "H", "H", "H", "H", "H", "O", "C", "O", "C", "C", "C", "H", "H", "H", "H", "H", "H", "H", "H"], "positions_angstrom": [[-1.4184, 0.8198, 0.1168], [-1.2806, 0.7141, -1.3586], [-0.4074, 0.0131, -1.8954], [-1.9773, 1.4563, -1.9718], [-0.6569, 1.5291, 0.4408], [-1.0754, -0.1576, 0.4561], [-2.4735, 0.9889, 0.3321], [-4.3201, 3.4879, -0.1578], [-3.6182, 3.7946, 1.1067], [-3.6245, 2.8757, 1.8635], [-3.0044, 4.8298, 1.3137], [-3.7173, 3.7163, -1.0368], [-5.2381, 4.0734, -0.2079], [-4.5945, 2.4331, -0.1671], [-0.3402, -1.9542, 3.7173], [-0.5791, -3.0117, 2.6616], [-0.9928, -2.6728, 1.5608], [-0.4975, -4.1535, 3.0952], [-0.2231, -0.9938, 3.2153], [0.5795, -2.1088, 4.2815], [-1.2105, -2.0184, 4.3704], [-3.9081, -3.2729, 3.5558], [-4.5519, -2.6336, 2.7349], [-5.4283, -3.0364, 1.8174], [-5.6859, -4.4236, 1.6288], [-6.6642, -5.0479, 2.5991], [-4.2754, -1.1312, 2.6414], [-4.7526, -4.9842, 1.5768], [-6.1099, -4.5645, 0.6346], [-6.7266, -6.1361, 2.5999], [-7.5921, -4.4762, 2.5832], [-6.3422, -4.8802, 3.6268], [-3.5687, -0.8892, 1.8476], [-3.9402, -0.8412, 3.6372], [-5.1532, -0.5442, 2.3710], [-0.1591, 1.7838, 2.9131], [-0.3715, 3.0377, 2.8397], [-0.0548, 3.9056, 1.8593], [1.1103, 3.6837, 1.0350], [2.2062, 4.5907, 1.5599], [-1.2443, 3.6976, 3.9251], [0.9151, 3.8231, -0.0283], [1.3450, 2.6196, 1.0630], [2.8397, 4.0224, 2.2410], [1.8149, 5.4632, 2.0832], [3.0337, 4.8248, 0.8902], [-1.7518, 3.0504, 4.6405], [-2.0019, 4.1495, 3.2849], [-0.6364, 4.3021, 4.5983], [4.3398, -0.7934, -0.9117], [3.7122, -0.0018, -0.2488], [4.1139, 1.2098, 0.2001], [5.3643, 1.8088, -0.1478], [6.5924, 1.0916, 0.2316], [2.3572, -0.2752, 0.2533], [5.4029, 2.8406, 0.2016], [5.5219, 1.8590, -1.2252], [7.4331, 1.7141, -0.0745], [6.7127, 0.1317, -0.2706], [6.6071, 1.0223, 1.3193], [1.7812, 0.1089, -0.5887], [2.2950, 0.1906, 1.2368], [2.1954, -1.3388, 0.4281], [4.1114, -4.5122, -3.4217], [3.6999, -4.5836, -2.2366], [2.6445, -3.8288, -1.7932], [1.9318, -3.0229, -2.7787], [0.5319, -3.0286, -2.1847], [4.4282, -5.3556, -1.1589], [1.9403, -3.3921, -3.8043], [2.3298, -2.0083, -2.8006], [0.1744, -4.0570, -2.1329], [-0.0268, -2.5344, -2.9795], [0.5548, -2.4582, -1.2561], [5.3309, -5.7339, -1.6386], [3.8846, -6.2421, -0.8322], [4.5574, -4.7013, -0.2968], [0.2152, 2.9080, -5.7280], [-0.0946, 1.8948, -5.1828], [0.6834, 1.2269, -4.2982], [1.9545, 1.6643, -3.8927], [1.7165, 2.4878, -2.6894], [-1.4576, 1.2845, -5.4484], [2.4250, 2.2420, -4.6883], [2.6093, 0.8037, -3.7559], [1.2488, 3.4655, -2.8053], [2.7401, 2.7811, -2.4563], [1.2702, 1.9031, -1.8849], [-2.2034, 2.0618, -5.2822], [-1.7781, 0.3632, -4.9620], [-1.5274, 1.0506, -6.5107]], "forces_ev_per_angstrom": [[0.9, -1.8, -0.3], [2.1, -0.7, -0.4], [-1.2, 0.5, 1.5], [-1.6, 1.2, -1.4], [-0.6, 0.3, 0.1], [-0.2, 0.0, 0.5], [0.5, 0.4, 0.2], [-0.7, 0.4, -1.1], [1.0, 0.6, -0.9], [-0.1, -1.6, 1.9], [-0.9, 0.0, -0.8], [0.2, 0.2, 0.3], [0.1, 0.2, 0.1], [0.2, 0.2, 0.2], [0.3, 0.6, -0.7], [-0.6, -0.4, 1.3], [0.6, -0.3, 0.6], [0.1, 0.7, -1.1], [-0.5, 0.0, 0.0], [-0.2, -0.6, -0.2], [0.1, 0.1, -0.1], [-1.4, -0.3, -1.4], [1.9, 1.0, 0.9], [-0.3, -0.2, 0.1], [0.2, -1.7, -0.6], [0.4, 1.1, 1.7], [-0.9, -0.1, 0.0], [0.2, 0.2, 0.4], [0.0, 0.7, -0.1], [-0.4, 0.1, -0.9], [-0.4, -0.6, -0.4], [0.5, 0.2, 0.1], [0.4, -0.3, 0.2], [0.3, 0.2, -0.3], [-0.2, -0.2, 0.2], [0.3, 4.3, -1.3], [-0.7, -4.0, 1.9], [0.0, -0.6, 0.4], [0.3, -0.6, -0.3], [1.2, -0.8, 0.5], [0.4, -0.3, -0.8], [-0.7, 0.6, 0.2], [0.4, 0.0, 0.4], [-0.5, -0.1, 0.8], [0.0, 0.0, -0.3], [-0.7, 0.5, -0.9], [0.2, -0.8, -0.7], [0.0, 1.0, 0.8], [-0.1, 0.8, -0.7], [0.3, 1.0, -0.1], [1.3, -1.1, 0.2], [0.2, 0.5, 0.1], [0.2, 0.1, -2.0], [0.8, -0.4, 1.3], [0.1, -0.2, 0.5], [-0.6, -0.2, 0.4], [-1.1, 0.2, -0.5], [0.1, 0.1, 0.1], [-0.2, 0.0, 0.3], [0.4, -0.5, 0.1], [-1.0, 0.0, 0.6], [-0.8, 0.5, -0.4], [0.0, 0.0, -0.6], [-1.4, -0.5, 3.4], [0.7, 1.6, -3.0], [1.7, -1.1, -1.0], [-0.6, -0.3, 1.1], [0.5, 0.5, -1.6], [-0.6, -0.1, -0.6], [0.4, -0.5, 0.3], [0.3, -0.1, 0.2], [0.0, 0.1, 0.5], [-0.7, 0.3, 0.5], [-0.5, -0.3, 0.0], [0.2, 0.4, 0.4], [-0.3, 0.1, 0.0], [0.3, -0.1, -0.1], [0.7, 0.9, -0.3], [-0.1, -0.9, 0.7], [-1.6, -1.5, -1.2], [-0.5, 0.9, -1.3], [1.9, 0.7, 1.1], [-0.3, -0.4, -0.3], [-0.1, 0.2, -0.1], [-0.4, -0.2, 0.4], [-0.6, -0.4, -0.5], [0.2, 0.0, 1.0], [0.0, 0.2, 0.0], [0.1, 0.0, 0.1], [0.5, 0.2, 0.5], [0.3, 0.2, -0.2]]}

Entry 2:
{"formula": "C17H31NO5", "method": "ωB97M-V with the def2-TZVPD basis set", "smiles": "CCCCCCCCCOC(=O)[C@H](CC(=O)O)N1CCOCC1", "relative_energy_ev": 0.114, "orbital_gap_ev": 9.267, "molar_mass_g_mol": 329.44, "elements": ["C", "C", "C", "C", "C", "C", "C", "C", "C", "H", "H", "O", "C", "O", "C", "N", "C", "H", "C", "O", "C", "C", "H", "H", "H", "H", "H", "H", "H", "H", "C", "C", "O", "O", "H", "H", "H", "H", "H", "H", "H", "H", "H", "H", "H", "H", "H", "H", "H", "H", "H", "H", "H", "H"], "positions_angstrom": [[3.4169, 3.5098, -0.7203], [3.5665, 2.4654, 0.3794], [2.2939, 1.6368, 0.5386], [2.3550, 0.6434, 1.6999], [3.4135, -0.4550, 1.5600], [3.3102, -1.2939, 0.2846], [1.9578, -1.9850, 0.1389], [1.8799, -2.8481, -1.1185], [0.4807, -3.4283, -1.3206], [0.4483, -4.0706, -2.2036], [0.1629, -3.9907, -0.4374], [-0.4590, -2.3773, -1.5613], [-1.2362, -1.9900, -0.5467], [-1.2911, -2.5419, 0.5171], [-2.0510, -0.7564, -0.9501], [-2.9964, -0.4369, 0.0834], [-2.4537, 0.1254, 1.3084], [-2.1568, 1.1790, 1.1743], [-3.5414, 0.0512, 2.3804], [-4.6961, 0.7594, 1.9904], [-5.1982, 0.2572, 0.7769], [-4.1489, 0.3344, -0.3354], [-3.8937, 1.3940, -0.5072], [-4.5581, -0.0888, -1.2550], [-5.5023, -0.7928, 0.9033], [-6.0707, 0.8646, 0.5298], [-3.7909, -1.0046, 2.5581], [-3.2014, 0.5106, 3.3098], [-1.5960, -0.4651, 1.6266], [-2.6155, -1.0350, -1.8478], [-1.0549, 0.3702, -1.3549], [-1.7421, 1.5602, -1.9662], [-1.6677, 2.6906, -1.5647], [-2.4427, 1.2300, -3.0621], [-2.8592, 2.0178, -3.4449], [-0.4808, 0.7050, -0.4911], [-0.3826, -0.0475, -2.1055], [2.1392, -2.2466, -1.9928], [2.5884, -3.6752, -1.0531], [1.7638, -2.6042, 1.0172], [1.1759, -1.2266, 0.0901], [3.4898, -0.6625, -0.5875], [4.0982, -2.0510, 0.3044], [4.4069, -0.0041, 1.5990], [3.3243, -1.1187, 2.4236], [1.3732, 0.1803, 1.8216], [2.5625, 1.1955, 2.6201], [1.4567, 2.3182, 0.7131], [2.0924, 1.1094, -0.3957], [3.7914, 2.9637, 1.3252], [4.4068, 1.8115, 0.1394], [2.5922, 4.1831, -0.4976], [3.2149, 3.0311, -1.6764], [4.3260, 4.0990, -0.8172]], "forces_ev_per_angstrom": [[0.1, -0.1, 0.2], [-0.3, 0.0, -0.2], [0.2, 0.0, 0.3], [0.1, 0.0, -0.2], [0.0, 0.1, -0.1], [-0.2, 0.0, 0.3], [0.3, 0.0, -0.3], [-0.5, 0.1, 0.2], [0.5, -0.4, 0.1], [-0.1, 0.1, 0.1], [0.0, 0.0, -0.2], [0.1, 0.2, -0.4], [-0.4, 0.1, 0.1], [0.0, 0.0, 0.1], [0.3, 0.0, -0.1], [0.0, -0.1, 0.0], [-0.2, 0.0, 0.3], [0.0, 0.0, 0.0], [0.4, 0.0, 0.0], [0.0, 0.2, 0.1], [-0.1, 0.0, -0.4], [-0.3, 0.0, 0.2], [-0.1, 0.0, 0.0], [0.0, 0.0, 0.0], [0.0, 0.1, 0.0], [0.0, -0.1, 0.0], [0.0, 0.1, 0.0], [0.0, -0.1, 0.0], [0.0, 0.1, 0.0], [0.1, 0.0, 0.1], [-0.3, -0.3, 0.0], [0.2, 0.4, 0.2], [0.0, 0.0, 0.1], [-0.2, -0.4, -0.4], [0.2, 0.0, 0.3], [0.0, 0.0, -0.1], [0.1, 0.1, 0.0], [0.1, 0.0, -0.1], [0.1, 0.0, 0.0], [-0.1, 0.0, 0.1], [-0.1, 0.0, 0.1], [0.1, 0.0, -0.1], [0.1, 0.0, -0.1], [0.1, 0.0, 0.1], [0.1, 0.0, 0.0], [-0.1, 0.0, 0.1], [-0.1, 0.0, 0.1], [-0.1, 0.0, -0.1], [-0.1, 0.0, -0.1], [0.1, 0.0, 0.1], [0.1, 0.0, 0.1], [-0.1, 0.1, 0.0], [0.0, 0.0, -0.1], [0.0, 0.1, -0.1]]}

Entry 3:
{"formula": "C6H9NO", "method": "ωB97M-V with the def2-TZVPD basis set", "relative_energy_ev": 6.366, "orbital_gap_ev": 9.365, "molar_mass_g_mol": 111.14, "elements": ["C", "C", "C", "C", "C", "C", "H", "H", "H", "H", "H", "H", "H", "H", "H", "N", "O"], "positions_angstrom": [[1.4724, -0.5863, -0.2982], [0.2169, 0.3020, -1.0133], [-1.0691, -0.4188, -0.9678], [-1.0067, -1.0020, 0.4716], [0.4593, -0.8288, 0.9438], [0.2736, 1.4392, -0.0066], [0.3841, 0.8375, -1.8899], [-2.0662, 0.2638, -1.0880], [-0.8270, -1.3406, -1.6333], [-1.6075, -0.1309, 1.1694], [-1.8992, -2.0938, 0.3564], [0.5130, -1.4020, 1.8989], [1.7116, 0.8034, 1.6289], [1.0207, 2.4923, -0.3683], [-0.8505, 1.7413, 0.0683], [0.5707, 0.6720, 1.2240], [2.7036, -0.7484, -0.4957]], "forces_ev_per_angstrom": [[0.3, -1.3, -0.6], [3.0, 2.0, -0.2], [-0.3, -1.6, 0.3], [-4.9, 0.8, 0.3], [0.2, 0.4, 0.1], [-1.0, 1.7, -0.4], [0.8, -0.2, -2.3], [2.6, -2.0, -0.4], [-1.6, 1.6, 0.3], [1.5, -2.9, -1.5], [3.5, 3.0, 1.2], [1.2, 0.5, -0.9], [-4.4, -0.2, -1.7], [-2.2, -3.6, 1.5], [2.0, 0.6, 0.1], [4.5, 0.3, 3.4], [-5.1, 0.8, 0.7]]}